# 1
DFT (ωB97M-V/def2-TZVPD) results for a cluster of 2 separate species, C5H14NO2 in total.

Output
LUMO (spin up / spin down)	0.814 / -2.091	eV
F_max	1.34	eV Å⁻¹
⟨S²⟩	0.754
spin multiplicity	2
gap between HOMO and LUMO (spin up / spin down)	10.15 / 7.26	eV
energy above the lowest of the compared OMol25 structures with the same formula, charge and spin	0.172	eV

Geometry as XYZ:
```
22
C5H14NO2 ωB97M-V/def2-TZVPD
C -0.70 0.36 2.79
C -0.37 -0.18 1.40
C 0.80 0.64 0.81
C 1.42 0.11 -0.51
C 0.37 -0.38 -1.53
O -0.82 0.28 -1.50
N -0.04 -1.61 1.48
H -1.13 1.36 2.70
H -1.44 -0.28 3.25
H 0.22 0.46 3.34
H -1.15 -0.07 0.65
H 0.37 1.61 0.57
H 1.61 0.71 1.53
H 2.08 -0.74 -0.30
H 2.00 0.95 -0.91
H 0.75 -0.17 -2.56
H 0.23 -1.46 -1.42
H -0.74 -2.17 1.02
H 0.87 -1.81 1.10
H -2.04 0.72 -4.47
H -1.12 0.63 -3.27
O -1.18 1.03 -4.16
```

# 2
DFT (ωB97M-V/def2-TZVPD) results for a structure of composition C21H24ClO2S3SnTe.

Output
LUMO (spin up / spin down)	-10.376 / -11.990	eV
F_max	2.06	eV Å⁻¹
gap between HOMO and LUMO (spin up / spin down)	5.09 / 3.48	eV
net charge	+3

Geometry as XYZ:
```
53
C21H24ClO2S3SnTe ωB97M-V/def2-TZVPD
Sn -0.55 0.38 0.72
Cl 3.31 -0.75 7.17
C 2.27 -0.68 5.82
C 1.02 -1.35 5.87
C 0.13 -1.25 4.83
C 0.43 -0.48 3.68
O -0.48 -0.34 2.76
C 1.73 0.12 3.59
C 2.18 0.78 2.42
O 1.59 0.92 1.33
C 2.62 0.03 4.68
H 0.77 -1.94 6.74
H -0.83 -1.74 4.88
H 3.19 1.21 2.48
H 3.58 0.51 4.63
C 2.83 0.50 -4.22
C 1.47 1.11 -4.47
S 0.22 0.41 -3.33
C -0.17 -1.25 -3.98
C 0.88 -2.33 -3.79
S 1.45 -2.45 -2.05
C 3.21 -2.87 -2.25
C 3.97 -1.63 -2.73
S 2.88 -0.16 -2.51
H 3.63 1.23 -4.31
H 3.04 -0.32 -4.91
H 1.15 0.97 -5.51
H 1.45 2.18 -4.25
H -0.38 -1.15 -5.05
H -1.09 -1.53 -3.47
H 1.76 -2.19 -4.41
H 0.43 -3.29 -4.05
H 3.30 -3.71 -2.94
H 3.53 -3.19 -1.26
H 4.25 -1.70 -3.78
H 4.88 -1.46 -2.16
C -2.62 4.28 0.45
Te -1.32 3.09 1.75
C -3.20 2.90 2.86
C -4.02 4.10 2.51
C -5.04 4.54 3.34
C -5.79 5.65 2.97
C -5.51 6.33 1.78
C -4.48 5.90 0.96
C -3.73 4.79 1.31
H -3.01 3.63 -0.35
H -2.06 5.10 0.00
H -3.00 2.84 3.93
H -3.70 1.97 2.55
H -5.26 4.04 4.26
H -6.59 5.99 3.61
H -6.08 7.20 1.50
H -4.26 6.44 0.05
```

# 3
DFT (ωB97M-V/def2-TZVPD) results for a cluster of 4 separate species, C12H24O12 in total.

Output
SMILES	COC(=O)OC.COC(=O)OC.COC(=O)OC.COC(=O)OC
LUMO	0.540	eV
F_max	4.20	eV Å⁻¹
gap between HOMO and LUMO	11.10	eV
energy above the lowest of the compared OMol25 structures with the same formula, charge and spin	3.132	eV

Geometry as XYZ:
```
48
C12H24O12 ωB97M-V/def2-TZVPD
C 2.40 -0.53 0.67
O 2.45 0.09 1.93
C 1.57 0.93 2.31
O 0.89 1.59 1.54
O 1.66 1.02 3.66
C 0.69 1.70 4.49
H 1.46 -1.08 0.65
H 3.19 -1.23 0.41
H 2.53 0.27 -0.06
H 0.69 2.76 4.23
H 0.81 1.83 5.57
H -0.32 1.35 4.29
C -6.62 -3.38 -3.87
O -5.98 -2.66 -2.91
C -4.59 -2.70 -2.84
O -3.81 -3.12 -3.72
O -4.22 -2.14 -1.69
C -2.87 -1.81 -1.54
H -7.70 -3.44 -3.73
H -6.22 -4.39 -3.87
H -6.49 -3.03 -4.90
H -2.26 -1.73 -2.44
H -2.45 -2.68 -1.04
H -2.77 -0.94 -0.88
C 0.32 7.16 0.97
O 0.87 8.42 1.21
C 1.95 8.46 1.96
O 2.19 7.63 2.83
O 2.67 9.52 1.60
C 3.89 9.89 2.40
H -0.33 6.71 1.72
H 1.09 6.38 0.93
H -0.24 7.23 0.04
H 4.14 10.94 2.27
H 4.69 9.40 1.85
H 3.82 9.58 3.44
C 2.22 -6.68 0.67
O 1.56 -7.12 -0.47
C 1.23 -6.29 -1.51
O 1.16 -5.04 -1.54
O 0.90 -7.12 -2.59
C -0.15 -6.64 -3.52
H 1.49 -6.36 1.41
H 2.85 -5.81 0.48
H 2.95 -7.37 1.10
H -1.16 -6.95 -3.24
H -0.06 -7.07 -4.52
H -0.12 -5.57 -3.77
```

# 4
DFT (ωB97M-V/def2-TZVPD) results for a cluster of 2 separate species, CH3N3O3 in total.

Output
SMILES	[H]/N=[N+](\N)[O-].O=C=O
LUMO	0.572	eV
F_max	3.15	eV Å⁻¹
gap between HOMO and LUMO	10.96	eV
energy above the lowest of the compared OMol25 structures with the same formula, charge and spin	0.277	eV

Geometry as XYZ:
```
10
CH3N3O3 ωB97M-V/def2-TZVPD
H 1.41 -0.24 -1.70
N 1.17 -0.64 -0.79
N -0.07 -0.59 -0.61
N -0.81 0.26 -1.42
O -0.76 -1.16 0.24
H -0.25 0.63 -2.13
H -1.77 0.20 -1.34
O -0.66 0.22 3.00
C 0.34 0.50 2.55
O 1.40 0.81 2.21
```

# 5
DFT (ωB97M-V/def2-TZVPD) results for the molecule C17H23N5O3S.

Output
SMILES	CCS(=O)(=O)N1CCN(c2cc(-c3ccccc3O)nnc2N)C[C@H]1C
LUMO	0.287	eV
F_max	3.91	eV Å⁻¹
gap between HOMO and LUMO	8.32	eV
energy above the lowest of the compared OMol25 structures with the same formula, charge and spin	1.747	eV

Geometry as XYZ:
```
49
C17H23N5O3S ωB97M-V/def2-TZVPD
C -2.57 -3.70 5.50
C -2.58 -4.10 4.00
S -3.07 -2.71 2.96
O -3.11 -3.04 1.53
O -4.38 -2.19 3.38
N -1.84 -1.48 3.08
C -2.37 -0.14 2.54
C -1.37 0.65 1.69
N -0.57 -0.23 0.79
C -0.76 -0.11 -0.62
C 0.26 0.54 -1.34
C 0.16 0.61 -2.75
C 1.26 1.20 -3.57
C 2.16 2.12 -3.05
C 3.24 2.62 -3.78
C 3.40 2.24 -5.11
C 2.50 1.35 -5.64
C 1.41 0.82 -4.90
O 0.53 -0.03 -5.53
N -0.90 0.13 -3.36
N -1.87 -0.48 -2.69
C -1.81 -0.65 -1.35
N -2.81 -1.34 -0.70
C -0.09 -1.54 1.25
C -0.48 -1.90 2.71
C 0.38 -1.18 3.78
H -1.84 -2.94 5.76
H -2.27 -4.54 6.15
H -3.54 -3.32 5.84
H -1.60 -4.51 3.74
H -3.33 -4.90 3.84
H -3.26 -0.29 1.91
H -2.58 0.48 3.43
H -1.95 1.38 1.11
H -0.68 1.19 2.34
H 1.16 0.97 -0.84
H 2.06 2.59 -2.10
H 3.86 3.37 -3.28
H 4.25 2.64 -5.67
H 2.62 1.10 -6.71
H -0.29 -0.12 -5.01
H -2.56 -1.66 0.23
H -3.48 -1.94 -1.19
H -0.43 -2.35 0.59
H 1.03 -1.54 1.18
H -0.29 -2.97 2.83
H -0.04 -1.35 4.76
H 0.46 -0.06 3.59
H 1.39 -1.58 3.82
```

# 6
DFT (ωB97M-V/def2-TZVPD) results for a cluster of 2 separate species, C3H10O in total.

Output
SMILES	CC.CO
LUMO	0.904	eV
F_max	6.00	eV Å⁻¹
gap between HOMO and LUMO	11.13	eV
energy above the lowest of the compared OMol25 structures with the same formula, charge and spin	1.949	eV

Geometry as XYZ:
```
14
C3H10O ωB97M-V/def2-TZVPD
C -2.72 -1.30 -0.20
C -1.27 -1.80 -0.13
H -3.31 -2.13 0.07
H -3.03 -0.48 0.35
H -2.80 -1.02 -1.27
H -0.70 -1.66 -1.10
H -1.18 -2.87 0.14
H -0.78 -1.33 0.68
C 1.70 1.51 -0.48
O 2.38 1.57 0.85
H 2.41 1.49 -1.28
H 1.00 0.69 -0.75
H 1.33 2.59 -0.27
H 1.77 1.67 1.50
```

# 7
DFT (ωB97M-V/def2-TZVPD) results for the ion C4H3ClNS with charge -1.

Output
LUMO (spin up / spin down)	3.288 / 3.228	eV
F_max	1.72	eV Å⁻¹
gap between HOMO and LUMO (spin up / spin down)	5.66 / 5.56	eV
net charge	-1
energy above the lowest of the compared OMol25 structures with the same formula, charge and spin	1.860	eV

Geometry as XYZ:
```
10
C4H3ClNS ωB97M-V/def2-TZVPD
C -0.58 0.88 -0.10
C -1.45 -0.20 0.02
C 0.81 0.61 -0.06
C 1.41 -0.57 0.08
N -1.13 -1.46 0.12
S 2.60 -1.64 -0.05
Cl 1.88 2.04 0.03
H -0.92 1.90 -0.18
H -2.52 0.01 0.03
H -0.10 -1.57 0.11
```

# 8
DFT (ωB97M-V/def2-TZVPD) results for the molecule C2H5NP2.

Output
SMILES	C#[PH]/P=N\C
LUMO	-0.931	eV
F_max	4.02	eV Å⁻¹
gap between HOMO and LUMO	6.98	eV
energy above the lowest of the compared OMol25 structures with the same formula, charge and spin	4.012	eV

Geometry as XYZ:
```
10
C2H5NP2 ωB97M-V/def2-TZVPD
C 2.35 1.20 -0.56
P 1.64 -0.07 0.25
P 0.13 -2.03 -0.28
N -1.23 -1.39 -0.11
C -1.58 -0.05 0.17
H 2.49 1.03 -1.62
H 1.25 0.35 1.62
H -2.02 0.25 -0.67
H -0.69 0.58 0.27
H -2.35 0.13 0.93
```

# 9
DFT (ωB97M-V/def2-TZVPD) results for a cluster of 2 separate species, C2H8 in total.

Output
SMILES	C.C
LUMO	1.124	eV
F_max	0.42	eV Å⁻¹
gap between HOMO and LUMO	14.22	eV
energy above the lowest of the compared OMol25 structures with the same formula, charge and spin	0.004	eV

Geometry as XYZ:
```
10
C2H8 ωB97M-V/def2-TZVPD
C 11.82 -5.37 7.67
H 12.12 -4.65 6.89
H 12.23 -6.37 7.42
H 10.72 -5.43 7.72
H 12.22 -5.05 8.64
C 8.51 -3.23 6.56
H 8.31 -2.83 5.56
H 9.59 -3.41 6.66
H 7.96 -4.17 6.70
H 8.19 -2.49 7.32
```

# 10
DFT (ωB97M-V/def2-TZVPD) results for a structure of composition C18H31O14S.

Output
LUMO	2.088	eV
F_max	18.33	eV Å⁻¹
gap between HOMO and LUMO	6.68	eV
net charge	-1
energy above the lowest of the compared OMol25 structures with the same formula, charge and spin	34.063	eV

Geometry as XYZ:
```
64
C18H31O14S ωB97M-V/def2-TZVPD
O 0.29 -0.65 -0.52
H 0.28 0.32 -0.48
C 1.55 1.35 2.36
C 1.03 0.01 1.79
C 2.09 -1.11 1.41
O 1.59 -2.25 2.08
C 0.59 -1.96 2.88
O 0.10 -2.68 3.74
O 0.32 -0.64 2.75
H 2.44 1.16 2.95
H 0.81 1.88 2.96
H 1.87 2.06 1.59
H 0.41 0.21 0.91
H 3.09 -0.75 1.65
H 1.94 -1.21 0.33
C -2.22 -0.34 1.27
C -2.03 -1.85 1.07
C -0.61 -2.29 0.65
O -0.31 -3.31 1.55
C -1.21 -3.33 2.53
O -1.19 -4.07 3.50
O -2.22 -2.50 2.27
H -1.47 0.12 1.91
H -3.25 -0.09 1.51
H -1.93 0.05 0.30
H -2.79 -2.16 0.35
H 0.03 -1.41 0.66
H -0.61 -2.57 -0.40
C -2.86 -0.76 -1.84
C -1.34 -0.77 -1.99
C -0.76 -2.16 -1.75
O 0.09 -2.39 -2.79
C -0.12 -1.57 -3.73
O 0.51 -1.52 -4.75
O -1.01 -0.66 -3.35
H -3.28 -1.45 -2.57
H -3.25 0.25 -1.73
H -3.07 -1.27 -0.90
H -0.83 0.01 -1.43
H -1.56 -2.91 -1.71
H -0.27 -2.27 -0.78
C 1.49 2.91 -0.10
C 0.11 2.81 0.48
C -0.81 1.67 0.06
O -1.57 1.47 1.27
C -0.99 2.11 2.32
O -1.38 2.10 3.52
O 0.13 2.77 1.88
H 1.34 3.10 -1.16
H 2.03 1.97 0.04
H 2.11 3.72 0.29
H -0.49 3.69 0.22
H -0.25 0.77 -0.21
H -1.44 1.93 -0.79
C 2.57 2.64 -2.37
S 1.72 1.21 -3.29
O 2.86 0.27 -3.69
C 1.01 0.52 -1.73
H 3.41 2.24 -1.80
H 1.83 3.23 -1.82
H 3.06 3.31 -3.08
H 0.42 -0.35 -2.01
H 0.28 1.21 -1.31
H 1.72 0.17 -0.97
```

# 11
DFT (ωB97M-V/def2-TZVPD) results for a structure of composition C13H19BCl2F4MoN2OS.

Output
LUMO (spin up / spin down)	-9.169 / -9.172	eV
F_max	4.07	eV Å⁻¹
gap between HOMO and LUMO (spin up / spin down)	6.00 / 5.99	eV
net charge	+2

Geometry as XYZ:
```
44
C13H19BCl2F4MoN2OS ωB97M-V/def2-TZVPD
Mo -0.96 0.02 0.07
Cl -1.65 -2.40 0.41
C -0.45 -2.92 1.60
C -0.11 -4.24 1.54
C 0.81 -4.70 2.48
C 1.39 -3.83 3.39
C 1.03 -2.42 3.40
Cl 1.74 -1.26 4.37
C 0.14 -1.93 2.44
S -0.51 -0.25 2.29
H -0.50 -4.94 0.79
H 1.13 -5.71 2.61
H 2.03 -4.15 4.24
C 0.00 4.39 -1.64
N -1.38 3.85 -1.47
C -2.51 4.50 -2.15
C -1.64 2.65 -0.98
O -0.80 1.93 -0.33
H 0.26 4.21 -2.67
H 0.67 3.89 -0.93
H -0.06 5.47 -1.37
H -2.52 4.22 -3.21
H -2.48 5.57 -1.97
H -3.37 4.13 -1.61
H -2.74 2.25 -1.07
F -3.93 -0.57 2.17
B -3.93 0.66 2.02
F -2.80 1.20 1.51
F -4.90 1.45 2.37
F -2.40 -0.08 -1.15
C 2.13 0.36 -2.16
C 1.82 -0.71 -1.08
C 1.89 -2.10 -1.71
C 2.70 -0.60 0.14
N 0.49 -0.46 -0.55
H 2.97 -0.03 -2.76
H 2.53 1.28 -1.67
H 1.24 0.63 -2.72
H 2.53 -2.09 -2.61
H 0.95 -2.48 -2.22
H 2.31 -2.86 -1.09
H 3.76 -0.63 -0.19
H 2.54 -1.54 0.73
H 2.57 0.25 0.78
```

# 12
DFT (ωB97M-V/def2-TZVPD) results for the molecule C8H14N2O4.

Output
SMILES	N[C@@H](CO)C(=O)N1CCC[C@H]1C(=O)O
LUMO	0.431	eV
F_max	5.08	eV Å⁻¹
gap between HOMO and LUMO	9.74	eV
energy above the lowest of the compared OMol25 structures with the same formula, charge and spin	3.355	eV

Geometry as XYZ:
```
28
C8H14N2O4 ωB97M-V/def2-TZVPD
N 2.77 0.92 0.84
C 1.35 1.58 0.97
C 1.04 2.56 -0.25
O 1.61 1.86 -1.43
C 0.28 0.42 1.32
O -0.28 0.44 2.46
N -0.01 -0.48 0.30
C 0.10 -1.89 0.62
C -1.04 -2.61 -0.24
C -1.11 -1.71 -1.49
C -0.86 -0.19 -0.92
C -2.35 0.22 -0.48
O -3.32 0.46 -1.14
O -2.48 0.48 0.83
H 2.84 0.34 1.69
H 2.71 0.38 -0.04
H 1.42 2.19 1.87
H 1.62 3.44 0.00
H -0.04 2.46 -0.32
H 1.67 2.66 -2.05
H 1.20 -2.19 0.28
H 0.08 -2.06 1.65
H -0.81 -3.66 -0.43
H -2.06 -2.55 0.27
H -1.85 -1.88 -2.27
H -0.19 -1.80 -2.03
H -0.38 0.52 -1.52
H -1.90 0.07 1.55
```

# 13
DFT (ωB97M-V/def2-TZVPD) results for the molecule C20H25N3O5.

Output
SMILES	COCC(=O)N1CCC(Oc2ccc(C(=O)NCc3cc(C)no3)cc2)CC1
LUMO	0.589	eV
F_max	1.27	eV Å⁻¹
gap between HOMO and LUMO	9.39	eV
energy above the lowest of the compared OMol25 structures with the same formula, charge and spin	3.915	eV

Geometry as XYZ:
```
53
C20H25N3O5 ωB97M-V/def2-TZVPD
C 7.94 1.94 -0.55
O 7.49 0.65 -0.86
C 7.14 -0.10 0.28
C 5.91 0.41 1.04
O 5.98 0.62 2.24
N 4.78 0.62 0.33
C 4.56 0.26 -1.05
C 3.58 -0.91 -1.14
C 2.26 -0.56 -0.44
O 1.44 -1.71 -0.49
C 0.11 -1.63 -0.27
C -0.58 -2.85 -0.30
C -1.94 -2.89 -0.10
C -2.66 -1.73 0.16
C -4.12 -1.85 0.36
O -4.79 -2.73 -0.15
N -4.67 -0.92 1.19
C -6.09 -0.84 1.41
C -6.67 0.34 0.71
C -7.52 0.47 -0.36
C -7.63 1.87 -0.55
C -8.44 2.58 -1.57
N -6.91 2.50 0.33
O -6.31 1.57 1.12
C -1.98 -0.51 0.17
C -0.61 -0.46 -0.04
C 2.56 -0.14 1.01
C 3.57 1.01 1.03
H 8.83 1.90 0.09
H 8.19 2.42 -1.50
H 7.17 2.53 -0.04
H 6.95 -1.12 -0.08
H 7.97 -0.13 1.00
H 5.50 0.01 -1.54
H 4.12 1.13 -1.56
H 3.38 -1.16 -2.18
H 4.00 -1.79 -0.65
H 1.78 0.27 -0.98
H -0.01 -3.75 -0.50
H -2.47 -3.83 -0.14
H -4.10 -0.18 1.57
H -6.53 -1.75 1.01
H -6.29 -0.76 2.49
H -7.99 -0.32 -0.92
H -9.49 2.34 -1.46
H -8.30 3.65 -1.46
H -8.12 2.28 -2.57
H -2.51 0.42 0.32
H -0.12 0.50 -0.03
H 1.64 0.16 1.52
H 2.97 -1.00 1.54
H 3.84 1.26 2.05
H 3.15 1.89 0.53
```

# 14
DFT (ωB97M-V/def2-TZVPD) results for the ion C7H15N2O with charge +1.

Output
SMILES	[H]/N=C(\[C@@H]([NH3+])CC)[C@@]1(C)CO1
LUMO	-3.392	eV
F_max	4.41	eV Å⁻¹
gap between HOMO and LUMO	10.21	eV
net charge	+1
energy above the lowest of the compared OMol25 structures with the same formula, charge and spin	4.463	eV

Geometry as XYZ:
```
25
C7H15N2O ωB97M-V/def2-TZVPD
H 0.83 1.20 -1.88
N -0.09 1.09 -1.48
C -0.30 0.41 -0.47
C 0.75 -0.57 0.19
N 0.09 -1.89 -0.09
C 2.14 -0.37 -0.42
C 2.80 0.68 0.52
C -1.70 0.36 0.09
C -1.96 1.46 1.07
C -2.60 -0.37 -0.80
O -2.16 -0.89 0.43
H 0.62 -0.25 1.29
H 0.64 -2.59 0.39
H -0.02 -2.06 -1.13
H -0.77 -1.97 0.53
H 1.94 -0.11 -1.52
H 2.77 -1.37 -0.39
H 3.31 0.18 1.28
H 3.55 1.17 -0.20
H 2.20 1.49 0.96
H -2.98 1.74 1.08
H -1.22 2.33 0.95
H -1.89 0.97 2.17
H -3.68 0.02 -0.74
H -2.30 -0.66 -1.81
```

# 15
DFT (ωB97M-V/def2-TZVPD) results for the molecule C22H27NO7.

Output
SMILES	CCOC(=O)c1[nH]c(COC(=O)CCCOc2ccccc2)c(C(=O)OCC)c1C
LUMO	0.776	eV
F_max	0.63	eV Å⁻¹
gap between HOMO and LUMO	9.00	eV
energy above the lowest of the compared OMol25 structures with the same formula, charge and spin	0.626	eV

Geometry as XYZ:
```
57
C22H27NO7 ωB97M-V/def2-TZVPD
C 4.56 0.07 -2.69
C 4.74 -0.05 -1.18
O 3.49 -0.20 -0.52
C 2.91 0.92 -0.02
O 3.41 2.02 -0.11
C 1.67 0.59 0.65
N 1.16 -0.68 0.63
C 0.03 -0.74 1.36
C -0.71 -2.01 1.58
O -1.39 -2.53 0.43
C -0.68 -3.07 -0.54
O 0.53 -3.07 -0.59
C -1.54 -3.79 -1.56
C -2.95 -3.24 -1.72
C -3.02 -1.90 -2.46
O -2.56 -0.82 -1.67
C -1.39 -0.17 -1.97
C -1.24 1.08 -1.36
C -0.13 1.85 -1.61
C 0.87 1.38 -2.46
C 0.74 0.14 -3.04
C -0.38 -0.64 -2.80
C -0.21 0.53 1.88
C -1.34 0.86 2.75
O -2.09 0.05 3.24
O -1.47 2.18 2.94
C -2.53 2.61 3.79
C -2.12 2.55 5.26
C 0.83 1.38 1.43
C 1.02 2.82 1.74
H 4.00 0.97 -2.93
H 5.53 0.11 -3.17
H 4.02 -0.80 -3.07
H 5.31 -0.94 -0.93
H 5.24 0.84 -0.79
H 1.54 -1.46 0.10
H -1.49 -1.84 2.32
H 0.00 -2.78 1.94
H -1.00 -3.81 -2.51
H -1.60 -4.82 -1.21
H -3.54 -3.96 -2.29
H -3.40 -3.11 -0.74
H -2.49 -1.95 -3.42
H -4.07 -1.67 -2.66
H -2.02 1.42 -0.70
H -0.03 2.82 -1.15
H 1.73 2.00 -2.66
H 1.51 -0.24 -3.69
H -0.45 -1.61 -3.27
H -2.75 3.64 3.49
H -3.41 1.98 3.62
H -1.22 3.14 5.42
H -2.92 2.93 5.88
H -1.92 1.51 5.54
H 1.93 3.18 1.25
H 0.17 3.40 1.40
H 1.11 2.96 2.82
```